(1)
The following is a quantum chemistry calculation of a structure of composition C51H55BCaFKLiN4O20S2 at a distorted geometry, from OMol25.

## Properties
Strongest force on any atom (eV Å⁻¹): 9.3
E_tot (eV): -160687.24614
M (g/mol): 1224.07
Net charge: -1
E_LUMO (eV): -2.213

Cartesian coordinates (Å):
C 1.916 -5.837 0.979
C 0.744 -5.228 1.116
C -0.761 -4.810 1.526
C -1.926 -5.856 1.153
C -3.464 -5.620 1.510
C -3.818 -4.260 2.247
C -2.652 -3.225 2.636
C -1.093 -3.440 2.296
C 0.061 -2.372 2.733
O 1.256 -2.778 2.970
C -0.431 -0.851 2.884
C -1.977 -0.638 3.260
C -2.530 0.823 3.439
C -1.603 2.127 3.288
C -2.345 3.532 3.535
C -3.602 3.803 2.514
C -3.245 3.552 0.960
N -2.764 4.836 0.315
C -0.064 1.940 2.901
C 0.921 3.239 2.742
C 2.120 3.219 3.872
C 1.500 3.402 1.225
C 0.271 3.880 0.294
C 0.692 4.426 -1.166
C 0.469 0.435 2.697
C 2.023 0.146 2.268
C 2.169 -0.491 0.794
C 1.238 0.177 -0.345
S 0.211 -1.090 -1.287
C 0.653 -1.016 -3.103
S 0.101 0.327 -3.992
N 1.425 -2.062 -3.836
C 0.501 -3.116 -4.317
C -0.419 -3.917 -3.275
C -1.401 -5.101 -3.738
C -1.508 -5.550 -5.252
C -0.596 -4.731 -6.282
C 0.379 -3.562 -5.841
C 2.547 -2.617 -3.023
C 2.878 -4.184 -2.914
C 4.065 -4.750 -1.996
C 4.987 -3.764 -1.186
C 4.699 -2.188 -1.276
C 3.515 -1.668 -2.189
C -3.026 -1.843 3.442
O -4.114 -1.679 4.166
H 2.772 -6.617 0.864
H -1.684 -6.864 0.624
H -4.302 -6.387 1.251
H -4.954 -4.074 2.499
H -3.652 0.955 3.690
H -1.659 4.451 3.575
H -2.838 3.456 4.594
H -4.421 3.016 2.789
H -4.038 4.870 2.706
H -4.258 3.303 0.429
H -2.560 2.649 0.762
H -3.514 5.554 0.402
H -2.595 4.656 -0.689
H 0.349 4.235 2.954
H 1.956 2.366 4.632
H 2.081 4.215 4.484
H 3.161 3.203 3.367
H 2.075 2.484 0.843
H 2.260 4.291 1.254
H -0.502 3.021 0.274
H -0.227 4.780 0.848
H 1.187 5.471 -1.159
H -0.305 4.560 -1.763
H 1.298 3.640 -1.776
H 2.430 -0.559 3.106
H 2.680 1.088 2.307
H 2.022 -1.631 0.751
H 3.275 -0.301 0.466
H 0.545 1.021 0.014
H 1.942 0.663 -1.141
H -0.418 -3.705 -2.136
H -2.031 -5.650 -2.941
H -2.193 -6.416 -5.561
H -0.694 -5.070 -7.398
H 1.014 -3.026 -6.658
H 2.279 -4.979 -3.488
H 4.265 -5.890 -1.929
H 5.863 -4.115 -0.510
H 5.352 -1.429 -0.687
H 3.321 -0.539 -2.279
O -2.504 1.299 8.490
C -2.504 0.395 7.667
N -3.183 0.511 6.500
C -1.766 -0.899 7.877
H -3.214 -0.208 5.794
H -3.687 1.371 6.339
H -2.153 -1.386 8.774
H -0.702 -0.687 8.004
H -1.885 -1.582 7.029
K -6.207 -3.422 2.957
O -6.789 0.241 1.965
H -6.049 0.537 2.484
Li 1.078 -5.297 -7.985
C 7.526 1.367 0.280
N 6.069 1.134 0.457
O 5.377 1.124 -0.553
O 5.669 0.969 1.603
H 7.735 1.495 -0.782
H 7.784 2.269 0.835
H 8.050 0.496 0.673
B 5.900 3.012 -4.804
O 6.196 3.464 -6.173
C 5.434 2.740 -6.997
O 5.431 2.859 -8.202
C 4.625 1.803 -6.224
O 3.831 1.007 -6.672
O 4.888 1.950 -4.923
O 7.115 2.510 -4.142
C 7.301 3.253 -3.050
O 8.219 3.103 -2.273
C 6.242 4.252 -2.948
O 6.124 5.079 -2.073
O 5.402 4.124 -3.979
Ca -2.310 -4.038 5.166
C 2.013 -8.734 -0.616
O 1.994 -8.471 -1.820
O 0.998 -8.895 0.103
O 3.051 -8.876 0.075
F -5.783 -2.030 6.431
C -6.515 2.049 -2.238
O -6.584 3.446 -1.955
C -7.391 4.139 -2.778
O -8.032 3.681 -3.698
O -7.362 5.433 -2.401
C -8.179 6.292 -3.192
H -5.838 1.591 -1.515
H -7.499 1.585 -2.130
H -6.114 1.878 -3.241
H -9.230 5.997 -3.122
H -7.845 6.290 -4.233
H -8.079 7.305 -2.799

---

(2)
The following is a quantum chemistry calculation of a structure of composition C25H33InO7 at a distorted geometry, from OMol25.

## Properties
Strongest force on any atom (eV Å⁻¹): 2.6
E_tot (eV): -45963.23011
M (g/mol): 560.35
Net charge: -2
E_LUMO (alpha / beta) (eV): 3.648 / 3.647

Cartesian coordinates (Å):
C 0.324 -0.582 -3.605
C -0.025 -1.161 -2.234
C -0.005 0.933 -3.549
C -0.955 1.111 -2.350
H -0.507 1.191 -4.485
H 0.921 1.510 -3.473
C -1.249 -0.342 -1.815
H 0.821 -0.968 -1.565
H -0.177 -2.250 -2.269
C -1.549 -0.375 -0.322
H -2.096 -0.770 -2.376
H -1.922 1.496 -2.703
C -0.473 2.014 -1.220
C 1.724 -0.901 -4.093
C -0.457 -1.267 -4.727
O -1.057 -0.694 -5.621
O 2.645 -1.292 -3.397
O 1.819 -0.768 -5.433
O -0.374 -2.609 -4.668
C -0.869 -3.251 -5.848
H -0.640 -4.306 -5.709
H -0.359 -2.853 -6.732
H -1.949 -3.091 -5.949
C 3.091 -1.156 -5.951
H 3.894 -0.577 -5.478
H 3.038 -0.952 -7.022
H 3.258 -2.226 -5.767
O -0.803 0.664 0.300
H -1.250 -1.350 0.115
H -2.634 -0.199 -0.169
C -1.440 3.081 -0.794
C 1.001 2.244 -1.043
H 1.442 2.959 -1.764
H 1.566 1.300 -1.116
H 1.198 2.653 -0.039
H -1.224 3.410 0.233
H -2.458 2.661 -0.791
H -1.446 3.973 -1.449
In -0.259 0.627 2.220
C -1.967 -0.312 5.039
C -2.470 -0.077 3.726
C -2.183 -1.251 2.939
H -3.073 0.776 3.410
C -1.478 -2.162 3.774
C -1.355 -1.587 5.056
H -0.881 -2.048 5.924
H -2.083 0.356 5.895
H -2.563 -1.453 1.937
H -1.107 -3.143 3.469
C 2.330 0.451 4.150
C 2.059 -0.523 5.130
C 1.734 -1.742 4.466
H 2.100 -0.381 6.211
C 1.796 -1.529 3.079
C 2.158 -0.150 2.851
H 2.488 0.280 1.901
H 2.634 1.486 4.325
H 1.490 -2.683 4.959
H 1.618 -2.269 2.296
C -0.146 2.522 5.134
C -0.403 3.306 3.876
O -0.532 4.516 3.954
O -0.489 2.668 2.698
H -0.975 2.698 5.829
H 0.753 2.920 5.616
H -0.022 1.442 5.020

---

(3)
The following is a quantum chemistry calculation of a structure of composition C47H45BrN6O4RbSSi at a distorted geometry, from OMol25.

## Properties
Strongest force on any atom (eV Å⁻¹): 1.3
Relative energy (zero: lowest compared OMol25 entry of this formula, charge and spin) (kJ/mol): 95.8
E_tot (eV): -156013.75200
M (g/mol): 983.44
Net charge: -1
E_LUMO (eV): 1.897

Cartesian coordinates (Å):
Rb 0.205 0.037 -0.524
O 5.535 3.578 0.252
C 4.635 4.112 -0.641
C 4.909 5.381 -1.136
C 4.035 5.965 -2.042
C 2.897 5.281 -2.456
C 2.638 4.015 -1.944
C 3.489 3.421 -1.025
C 3.129 2.029 -0.468
O 2.184 1.377 -1.069
N 2.795 2.361 1.031
N 2.117 1.535 1.774
C 2.095 1.689 3.056
C 1.254 0.882 3.928
Br 0.031 -0.242 3.010
C 1.336 0.935 5.258
C 0.587 0.255 6.327
C 1.254 0.017 7.534
C 0.627 -0.609 8.600
C -0.699 -1.008 8.492
C -1.384 -0.757 7.310
C -0.754 -0.132 6.243
H 5.321 2.644 0.368
H 5.811 5.887 -0.813
H 4.254 6.952 -2.433
H 2.224 5.728 -3.178
H 1.773 3.432 -2.243
H 4.085 1.456 -0.354
H 3.307 3.111 1.489
H 2.694 2.461 3.538
H 2.145 1.569 5.615
H 2.292 0.326 7.627
H 1.178 -0.789 9.516
H -1.195 -1.498 9.323
H -2.425 -1.047 7.216
H -1.315 0.069 5.339
C -1.802 -4.607 0.637
O -2.853 -3.656 0.960
C -2.259 -2.437 0.871
N -1.060 -2.368 0.506
C -0.615 -3.728 0.183
C 0.707 -4.103 0.803
C 1.574 -3.148 1.321
C 2.793 -3.525 1.867
C 3.171 -4.861 1.887
C 2.318 -5.819 1.355
C 1.095 -5.440 0.818
C -3.129 -1.270 1.177
C -4.401 -1.456 1.700
C -5.171 -0.337 1.954
C -4.656 0.916 1.669
C -3.377 0.995 1.140
N -2.624 -0.069 0.901
C -2.801 2.321 0.774
N -1.671 2.540 0.263
C -1.578 3.981 0.000
C -2.905 4.546 0.571
O -3.642 3.372 0.984
C -0.370 4.634 0.630
C 0.317 5.634 -0.051
C 1.379 6.297 0.549
C 1.743 5.983 1.851
C 1.052 4.992 2.539
C 0.015 4.305 1.924
H -2.172 -5.267 -0.142
H -1.574 -5.183 1.533
H -0.498 -3.751 -0.907
H 1.300 -2.101 1.281
H 3.452 -2.765 2.271
H 4.125 -5.154 2.309
H 2.609 -6.864 1.349
H 0.441 -6.196 0.392
H -4.760 -2.457 1.894
H -6.168 -0.440 2.363
H -5.223 1.819 1.842
H -1.526 4.115 -1.079
H -3.495 5.096 -0.158
H -2.733 5.169 1.445
H 0.043 5.867 -1.076
H 1.932 7.048 -0.006
H 2.575 6.496 2.322
H 1.336 4.732 3.552
H -0.494 3.502 2.449
C 2.698 -2.249 -7.208
Si 1.264 -2.073 -5.992
C -0.027 -3.292 -6.573
C 0.626 -0.323 -6.138
C 1.985 -2.302 -4.284
C 3.359 -2.306 -4.091
C 3.904 -2.358 -2.810
C 3.019 -2.389 -1.752
N 1.688 -2.382 -1.882
C 1.150 -2.340 -3.127
S -0.582 -2.299 -3.279
H 2.332 -2.177 -8.239
H 3.195 -3.221 -7.094
H 3.452 -1.465 -7.069
H -0.015 -3.360 -7.669
H -1.019 -2.988 -6.234
H 0.165 -4.287 -6.157
H 0.203 -0.124 -7.131
H 1.440 0.389 -5.958
H -0.150 -0.151 -5.386
H 4.027 -2.273 -4.947
H 4.974 -2.359 -2.643
H 3.394 -2.410 -0.731

---

Q: Which of these has the lowest E_tot?
A: C51H55BCaFKLiN4O20S2

---

Q: The highest M belongs to which entry?
A: C51H55BCaFKLiN4O20S2